The following is a DFT calculation (ωB97M-V with the def2-TZVPD basis set) of C6H15BrMnNO6S as an isolated structure.

The value obtained for the HOMO-LUMO gap (alpha / beta) is 6.30 / 6.55 eV. The multiplicity is 6. Its charge is -1. Its relative energy (zero: lowest compared OMol25 entry of this formula, charge and spin) is 145.6 kJ/mol.

The geometry in XYZ format:
```
31
Properties=species:S:1:pos:R:3:mulliken_spin:R:1
Mn 0.455 -0.133 0.457 4.766
Br 0.803 -2.636 1.046 0.046
S 1.542 2.131 1.336 0.002
O 1.010 3.049 2.296 0.005
O 2.684 2.851 0.896 0.006
O 1.716 0.783 1.803 0.055
O 0.652 1.860 0.236 0.056
C 3.032 -0.163 -1.358 0.017
O 1.626 -0.433 -1.194 0.000
C 0.871 -0.353 -2.399 -0.007
C -0.609 -0.706 -2.243 0.019
N -1.154 -0.057 -1.029 0.029
C -2.202 -0.856 -0.406 0.005
C -2.394 -0.281 1.007 -0.007
O -1.139 -0.086 1.655 0.004
C -1.285 0.060 3.051 0.015
H 3.609 -0.649 -0.572 -0.002
H 3.291 0.895 -1.312 0.000
H 3.495 -0.558 -2.263 0.002
H 1.267 -1.126 -3.058 -0.003
H 1.102 0.597 -2.881 -0.004
H -0.713 -1.788 -2.169 -0.004
H -1.147 -0.380 -3.133 0.001
H -1.573 0.832 -1.265 0.008
H -1.921 -1.901 -0.278 -0.004
H -3.090 -0.937 -1.033 0.002
H -2.975 -1.058 1.504 -0.003
H -2.946 0.659 1.019 -0.004
H -0.348 0.409 3.486 -0.003
H -1.602 -0.836 3.585 0.002
H -2.054 0.814 3.214 0.002
```